Formula: C8H10AlN2O
Source: the OMol25 dataset
Level of theory: the ωB97M-V functional and the def2-TZVPD basis

Output
frontier orbital gap = 7.39 eV
LUMO = 0.130 Ha
max |F| = 2.8 eV/A
highest occupied orbital energy = -3.9 eV
relative energy (zero: lowest compared OMol25 entry of this formula, charge and spin) = 0.0 kcal per mole
energy = -20085.5735 eV

ORCA input file:
```
! wB97M-V def2-TZVPD RIJCOSX def2/J DEFGRID3
* xyz -1 1
C -0.38 0.99 -2.05
C 1.00 1.27 -1.89
C 1.20 1.96 -0.66
C -0.09 2.17 -0.07
C -1.09 1.54 -0.91
Al -0.21 -0.06 0.10
N -1.50 -1.34 -0.37
C -0.43 -2.36 -0.53
C 0.92 -1.65 -0.47
H 2.14 2.39 -0.31
H 1.79 1.01 -2.60
H -0.31 2.83 0.76
H -2.17 1.69 -0.84
H -0.85 0.57 -2.94
H 1.37 -1.55 -1.46
H -0.52 -3.16 0.23
H -2.25 -1.67 0.24
H 1.61 -2.08 0.24
H -0.53 -2.87 -1.51
O 0.00 0.02 4.23
C 0.10 0.11 3.05
N 0.21 0.19 1.86
*
```

=====

Formula: C8H10BN
Source: the OMol25 dataset
Level of theory: the ωB97M-V functional and the def2-TZVPD basis

Output
structure (SMILES) = C=C1C=CC=C[C@]12NB2C
frontier orbital gap = 8.34 eV
LUMO = 0.015 Ha
max |F| = 5.9 eV/A
highest occupied orbital energy = -7.9 eV
relative energy (zero: lowest compared OMol25 entry of this formula, charge and spin) = 75.2 kcal per mole
energy = -10621.0660 eV

ORCA input file:
```
! wB97M-V def2-TZVPD RIJCOSX def2/J DEFGRID3
* xyz 0 1
C -1.92 -1.23 0.79
C -0.70 -0.56 0.91
C 0.16 -1.18 1.97
C 1.46 -1.43 1.82
C 2.10 -1.05 0.55
C 1.47 -0.19 -0.30
C 0.09 0.36 -0.17
N 0.36 1.91 -0.20
B -0.43 1.36 -1.17
C -1.23 1.78 -2.53
H -2.62 -0.93 0.12
H -2.08 -2.09 1.34
H -0.44 -1.43 2.95
H 1.95 -2.01 2.56
H 3.16 -1.28 0.52
H 2.04 0.06 -1.13
H 0.78 2.61 0.29
H -2.27 2.04 -2.27
H -1.18 0.72 -3.02
H -0.70 2.54 -3.01
*
```

=====

Formula: C8H10Br2Si
Source: the OMol25 dataset
Level of theory: the ωB97M-V functional and the def2-TZVPD basis

Output
frontier orbital gap (alpha / beta) = 8.39 / 7.17 eV
LUMO (alpha / beta) = 0.004 / -0.062 Ha
max |F| = 3.8 eV/A
highest occupied orbital energy (alpha / beta) = -8.3 / -8.9 eV
relative energy (zero: lowest compared OMol25 entry of this formula, charge and spin) = 110.6 kcal per mole
energy = -156417.8264 eV

ORCA input file:
```
! wB97M-V def2-TZVPD RIJCOSX def2/J DEFGRID3
* xyz 0 1
C 0.69 2.56 0.78
C 1.11 1.20 0.62
C -0.59 2.88 0.44
C 0.19 0.27 0.08
C -1.49 1.94 -0.12
C -1.12 0.59 -0.25
C 1.73 -3.78 0.82
C -3.91 -0.69 0.45
Si -2.36 -0.77 -0.78
Br -5.01 0.87 0.00
Br -1.50 -2.79 -0.19
H 1.37 3.34 1.16
H 2.12 0.94 0.92
H -1.04 3.97 0.55
H 0.51 -0.75 0.11
H -2.55 2.33 -0.39
H 1.16 -4.74 0.47
H 1.37 -2.78 0.58
H 2.57 -4.05 1.35
H -4.72 -1.57 0.50
H -3.47 -0.49 1.49
*
```

=====

Formula: C8H10BrClSi
Source: the OMol25 dataset
Level of theory: the ωB97M-V functional and the def2-TZVPD basis

Output
structure (SMILES) = C[Si@@](Cl)(CBr)c1ccccc1
frontier orbital gap = 10.06 eV
LUMO = 0.023 Ha
max |F| = 3.7 eV/A
highest occupied orbital energy = -9.4 eV
relative energy (zero: lowest compared OMol25 entry of this formula, charge and spin) = 0.0 kcal per mole
energy = -98901.5526 eV

ORCA input file:
```
! wB97M-V def2-TZVPD RIJCOSX def2/J DEFGRID3
* xyz 0 1
C 1.90 1.36 1.90
Si 0.93 1.29 0.24
Cl 0.29 3.20 -0.22
C 2.15 0.42 -1.02
Br 3.05 -1.02 -0.07
C -0.59 0.11 0.08
C -0.84 -1.01 0.84
C -1.81 -1.89 0.42
C -2.60 -1.66 -0.67
C -2.27 -0.60 -1.51
C -1.28 0.26 -1.13
H 1.92 2.35 2.33
H 1.29 0.95 2.68
H 2.74 0.78 1.86
H 2.84 1.24 -1.51
H 1.74 -0.07 -1.84
H -0.54 -1.09 1.86
H -1.97 -2.72 1.07
H -3.12 -2.39 -1.22
H -2.94 -0.49 -2.36
H -0.90 0.98 -1.73
*
```

=====

Formula: C8H10ClN3O3
Source: the OMol25 dataset
Level of theory: the ωB97M-V functional and the def2-TZVPD basis

Output
structure (SMILES) = O=[N+]([O-])N1CC=C(Cl)N=C1OC1CCC1
frontier orbital gap = 9.73 eV
LUMO = 0.020 Ha
max |F| = 4.6 eV/A
highest occupied orbital energy = -9.2 eV
relative energy (zero: lowest compared OMol25 entry of this formula, charge and spin) = 36.6 kcal per mole
energy = -31588.0094 eV

ORCA input file:
```
! wB97M-V def2-TZVPD RIJCOSX def2/J DEFGRID3
* xyz 0 1
O -2.50 -1.73 -0.05
N -2.91 -1.35 1.02
O -3.98 -1.61 1.51
N -2.11 -0.52 1.72
C -2.29 -0.34 3.14
C -1.20 -1.02 3.93
C -0.01 -1.25 3.38
Cl 1.27 -2.03 4.22
N 0.35 -0.85 2.11
C -0.50 -0.48 1.27
O -0.40 -0.02 0.08
C 0.87 -0.09 -0.58
C 0.74 -0.76 -1.96
C 1.02 0.58 -2.64
C 1.24 1.24 -1.26
H -3.26 -0.77 3.40
H -2.31 0.73 3.37
H -1.41 -1.29 4.95
H 1.61 -0.50 0.11
H -0.25 -1.17 -2.13
H 1.48 -1.53 -2.14
H 1.90 0.59 -3.29
H 0.17 0.99 -3.19
H 2.26 1.55 -1.06
H 0.56 2.05 -1.03
*
```

=====

Formula: C8H10ClO2P
Source: the OMol25 dataset
Level of theory: the ωB97M-V functional and the def2-TZVPD basis

Output
structure (SMILES) = COc1cccc(OC)c1PCl
frontier orbital gap = 9.37 eV
LUMO = 0.025 Ha
max |F| = 4.0 eV/A
highest occupied orbital energy = -8.7 eV
relative energy (zero: lowest compared OMol25 entry of this formula, charge and spin) = 30.3 kcal per mole
energy = -34362.3242 eV

ORCA input file:
```
! wB97M-V def2-TZVPD RIJCOSX def2/J DEFGRID3
* xyz 0 1
C 3.26 -0.25 1.30
O 2.22 0.60 0.90
C 1.02 0.08 0.45
C 0.59 -1.29 0.40
C -0.57 -1.64 -0.29
C -1.44 -0.63 -0.75
C -1.15 0.71 -0.56
O -1.79 1.81 -0.82
C -3.20 1.73 -0.88
C 0.04 1.02 0.07
P 0.18 2.86 0.36
Cl -0.16 2.77 2.39
H 3.94 0.41 1.78
H 3.85 -0.89 0.59
H 3.04 -0.96 2.02
H 1.39 -2.11 0.69
H -0.86 -2.74 -0.42
H -2.36 -0.86 -1.38
H -3.65 1.15 -0.09
H -3.47 1.24 -1.79
H -3.74 2.62 -0.63
H 1.61 2.81 0.49
*
```

=====

Formula: C8H10F3NO3SSr
Source: the OMol25 dataset
Level of theory: the ωB97M-V functional and the def2-TZVPD basis

Output
frontier orbital gap = 3.78 eV
LUMO = 0.185 Ha
max |F| = 4.0 eV/A
highest occupied orbital energy = 1.3 eV
relative energy (zero: lowest compared OMol25 entry of this formula, charge and spin) = 0.0 kcal per mole
energy = -35912.5581 eV

ORCA input file:
```
! wB97M-V def2-TZVPD RIJCOSX def2/J DEFGRID3
* xyz -2 1
C 0.39 0.85 -2.69
C -0.78 0.04 -2.90
C -0.40 -1.33 -2.77
C 1.00 -1.37 -2.49
C 1.49 -0.03 -2.45
Sr -0.40 0.02 0.09
N 0.65 2.06 0.11
C -0.79 2.50 0.44
C -2.00 1.90 -0.13
H -1.05 -2.19 -2.92
H -1.77 0.42 -3.16
H 1.61 -2.27 -2.38
H 2.53 0.28 -2.32
H 0.43 1.93 -2.74
H -2.39 2.35 -1.04
H -0.94 2.62 1.54
H 1.29 2.62 0.70
H -2.74 1.54 0.58
H -0.77 3.52 -0.01
F -0.19 -2.83 4.52
C 0.52 -2.77 3.37
F 1.75 -3.30 3.59
F -0.11 -3.52 2.43
S 0.67 -1.00 2.78
O -0.74 -0.63 2.47
O 1.29 -0.31 3.87
O 1.43 -1.13 1.52
*
```

=====

Formula: C8H10IN3
Source: the OMol25 dataset
Level of theory: the ωB97M-V functional and the def2-TZVPD basis

Output
structure (SMILES) = N=C=C/C=C\I.Cn1cccn1
frontier orbital gap = 8.53 eV
LUMO = 0.014 Ha
max |F| = 4.4 eV/A
highest occupied orbital energy = -8.2 eV
relative energy (zero: lowest compared OMol25 entry of this formula, charge and spin) = 67.7 kcal per mole
energy = -21024.7950 eV

ORCA input file:
```
! wB97M-V def2-TZVPD RIJCOSX def2/J DEFGRID3
* xyz 0 1
N -4.11 -2.32 -1.07
C -2.96 -2.15 -0.79
C -1.80 -2.04 -0.23
C -1.17 -1.06 0.68
C -1.67 0.10 1.00
I -3.52 0.98 0.23
H -4.67 -2.06 -1.98
H -1.38 -3.08 -0.37
H -0.26 -1.39 1.26
H -1.27 0.76 1.93
C 2.05 1.41 1.01
N 1.49 0.86 -0.14
C 0.67 1.45 -1.07
C 0.60 0.60 -2.16
C 1.26 -0.58 -1.72
N 1.90 -0.30 -0.59
H 1.43 1.32 1.86
H 3.06 0.85 1.34
H 2.44 2.42 0.82
H 0.28 2.47 -1.00
H -0.05 0.82 -3.12
H 1.34 -1.51 -2.11
*
```

=====

Formula: C8H10INO4
Source: the OMol25 dataset
Level of theory: the ωB97M-V functional and the def2-TZVPD basis

Output
structure (SMILES) = CC1(C)CC(=O)O/C(=C(/I)[N+](=O)[O-])C1
frontier orbital gap = 8.95 eV
LUMO = -0.013 Ha
max |F| = 3.7 eV/A
highest occupied orbital energy = -9.3 eV
relative energy (zero: lowest compared OMol25 entry of this formula, charge and spin) = 66.9 kcal per mole
energy = -26234.3582 eV

ORCA input file:
```
! wB97M-V def2-TZVPD RIJCOSX def2/J DEFGRID3
* xyz 0 1
C -2.23 -1.21 0.67
C -0.97 -0.46 0.53
C 0.10 -1.61 0.51
C -0.73 0.62 1.62
C 0.58 1.37 1.52
O 1.03 1.97 2.44
O 1.21 1.41 0.26
C 0.66 0.87 -0.84
C 1.49 0.65 -1.90
I 1.01 -0.38 -3.61
N 2.88 1.09 -1.91
O 3.21 2.06 -1.28
O 3.63 0.45 -2.57
C -0.71 0.34 -0.83
H -3.17 -0.51 0.75
H -2.06 -1.71 1.66
H -2.50 -1.89 -0.17
H 1.08 -1.16 0.34
H -0.01 -2.49 -0.24
H 0.12 -2.06 1.53
H -0.79 0.41 2.69
H -1.39 1.38 1.46
H -1.50 1.03 -0.91
H -0.95 -0.16 -1.72
*
```

=====

Formula: C8H10LaN2S
Source: the OMol25 dataset
Level of theory: the ωB97M-V functional and the def2-TZVPD basis

Output
frontier orbital gap (alpha / beta) = 5.37 / 5.37 eV
LUMO (alpha / beta) = 0.052 / 0.052 Ha
max |F| = 14.7 eV/A
highest occupied orbital energy (alpha / beta) = -4.0 / -4.0 eV
relative energy (zero: lowest compared OMol25 entry of this formula, charge and spin) = 147.2 kcal per mole
energy = -23126.7510 eV

ORCA input file:
```
! wB97M-V def2-TZVPD RIJCOSX def2/J DEFGRID3
* xyz -1 1
C -0.44 1.13 -1.95
C 1.00 1.34 -1.76
C 1.17 2.20 -0.60
C -0.15 2.53 -0.08
C -1.14 1.87 -0.91
La 0.03 -0.45 0.36
N -2.25 -1.01 0.06
C 0.00 -2.33 -0.28
C 1.38 -2.17 -0.62
H 2.10 2.61 -0.26
H 1.77 1.00 -2.41
H -0.35 3.18 0.74
H -2.20 1.94 -0.81
H -0.89 0.58 -2.75
H 1.59 -2.10 -1.72
H -0.20 -2.90 0.74
H -2.93 -1.91 0.01
H 2.07 -2.70 0.09
H -0.50 -2.76 -1.20
S -0.34 0.09 3.00
C 0.01 -0.03 4.61
N 0.24 -0.10 5.76
*
```